No. 1
C9H11NO3 | ωB97M-V/def2-TZVPD

The geometry in ORCA input format:
```
! RIJCOSX wB97M-V def2-TZVPD def2/J DEFGRID3
* xyz 0 1
C -1.46554 2.36636 0.86017
C -1.54561 1.32809 -0.34809
C -2.28767 -0.76509 -0.32868
C -0.75410 -0.82543 -0.24949
C 0.15504 -1.89104 -0.34080
C 1.48796 -1.54702 -0.48722
C 1.97418 -0.23760 -0.42803
C 1.04370 0.69497 -0.42370
C -0.26154 0.47626 -0.23958
H -2.39073 1.21243 2.27329
H -1.41881 2.54267 2.70064
H -2.22838 2.96555 0.69006
H -0.38041 3.20813 0.93989
H -1.56297 1.88136 -1.61903
H -2.60471 -1.34357 -1.06055
H -2.68799 -1.39918 0.44731
H -0.09321 -2.98274 -0.23526
H 3.65568 -2.29639 -0.52018
H 3.46220 0.67195 -0.35399
H 1.51553 1.83401 -0.42377
N -1.48097 1.79572 2.17440
O -2.59016 0.65038 0.03244
O 2.41642 -2.60604 -0.35664
O 3.30148 -0.10201 -0.44414
*
```

Computed properties:
total energy: -629.74743 Ha
energy relative to the best compared isomer or geometry (same formula, charge and spin): 195.1 kcal/mol
highest occupied orbital energy: -0.296 hartree

Löwdin atomic charge list, values in e, 6 entries:
1. C -0.233
2. C -0.362
3. C -0.031
4. C -0.121
5. C 0.049
6. C -0.245

No. 2
C5H9N | ωB97M-V/def2-TZVPD

The geometry in ORCA input format:
```
! RIJCOSX wB97M-V def2-TZVPD def2/J DEFGRID3
* xyz 0 1
C -1.44944 0.82545 -0.27287
C -1.61188 -0.58709 0.20616
C -0.41571 0.20891 0.62534
N 0.91508 -0.06559 0.07804
C 1.12188 -1.19642 -0.60898
C 1.84160 0.86941 0.28380
H -1.17005 0.95549 -1.31492
H -2.08344 1.60557 0.13915
H -2.34977 -0.80421 0.97320
H -1.46985 -1.37034 -0.52959
H -0.36315 0.55754 1.65169
H 0.58356 -2.09187 -0.33476
H 2.02857 -1.24017 -1.19741
H 1.53879 1.89572 0.43746
H 2.87125 0.59362 0.10497
*
```

Computed properties:
total energy: -250.54186 Ha
energy relative to the best compared isomer or geometry (same formula, charge and spin): 78.5 kcal/mol
highest occupied orbital energy: -0.247 hartree

Löwdin atomic charge list, values in e, 6 entries:
1. C -0.090
2. C -0.110
3. C -0.265
4. N -0.274
5. C -0.020
6. C -0.022

No. 3
C29H56N5O4PS2Si4TeTl | ωB97M-V/def2-TZVPD

The geometry in ORCA input format:
```
! RIJCOSX wB97M-V def2-TZVPD def2/J DEFGRID3
* xyz 1 1
Tl 0.37532 1.63711 -0.17781
C 4.17426 0.79197 -4.75432
S 4.83956 1.18049 -3.12464
C 3.43198 1.61412 -2.14304
S 1.83628 1.50208 -2.73293
N 3.87990 2.03326 -0.98093
N 2.95275 2.23767 -0.01483
C 3.39676 2.80062 1.04267
C 2.54233 3.02718 2.21731
C 3.10172 3.48747 3.40626
C 2.28757 3.66663 4.51025
C 0.93231 3.39153 4.40121
C 0.45633 2.94220 3.17946
N 1.23608 2.76235 2.11894
H 4.88326 1.17033 -5.48837
H 3.21123 1.28170 -4.87442
H 4.05879 -0.28349 -4.87095
H 4.43958 3.10874 1.09627
H 4.16417 3.69179 3.45569
H 2.70117 4.01422 5.44817
H 0.26052 3.52600 5.23770
H -0.59844 2.72236 3.03487
N 1.35789 9.23033 -0.45216
C 0.17588 8.56739 -0.41824
O -0.89782 9.12976 -0.36584
C 0.25366 7.06145 -0.44750
C -0.83206 6.35477 0.04861
C -0.80347 4.97479 0.00612
N 0.22041 4.28485 -0.50192
C 1.25747 4.96381 -0.98870
C 1.31684 6.34904 -0.98209
H 1.33476 10.23535 -0.42664
H 2.24536 8.76748 -0.39784
H -1.67927 6.89508 0.44804
H -1.63413 4.38836 0.38180
H 2.06167 4.37391 -1.41569
H 2.17682 6.84138 -1.41779
C -5.31315 3.30470 1.59742
C -5.47725 2.70218 0.21473
O -4.68446 1.51046 0.04660
P -3.06666 1.67728 -0.09462
O -2.53036 1.09693 1.31916
C -2.90831 -0.18523 1.83156
C -2.27972 -0.34519 3.19744
O -2.78591 0.35235 -1.00728
C -2.95415 0.50191 -2.42460
C -1.77553 -0.13231 -3.12872
H -5.99349 4.14812 1.72077
H -4.29061 3.65993 1.74535
H -5.53240 2.56035 2.36443
H -5.21001 3.42976 -0.55574
H -6.50530 2.39052 0.04863
H -2.54523 -0.95223 1.14168
H -3.99679 -0.25422 1.87684
H -1.19062 -0.28977 3.12273
H -2.55795 -1.30721 3.63385
H -2.61887 0.44751 3.86577
H -3.02137 1.56407 -2.68537
H -3.89553 0.02977 -2.70983
H -0.84628 0.37795 -2.86744
H -1.90857 -0.07965 -4.21079
H -1.68854 -1.18132 -2.83934
C -2.76375 -4.16112 2.00234
Si -0.95911 -4.62745 1.85724
C 0.05457 -3.96435 3.27156
C -0.77873 -6.47741 1.69921
Si -0.17903 -3.59832 -0.13682
Te 1.43966 -1.78679 0.03501
Si -0.82468 -4.27626 -2.31641
C -2.69198 -4.17761 -2.32925
C -0.27179 -6.05059 -2.52899
C 0.00460 -3.17264 -3.56774
Si 3.24507 -3.60753 -0.11491
C 3.90420 -3.56375 -1.84865
C 4.52033 -3.19890 1.16368
C 2.44708 -5.26158 0.27149
H -3.13938 -4.47259 2.98079
H -3.36427 -4.66234 1.23901
H -2.92852 -3.08620 1.90757
H -0.43502 -4.19897 4.22098
H 0.17336 -2.87944 3.21007
H 1.05256 -4.40995 3.29188
H -1.15144 -6.94282 2.61611
H 0.26114 -6.78480 1.56919
H -1.35954 -6.87899 0.86495
H -3.12877 -4.94948 -1.69013
H -3.05391 -4.34153 -3.34793
H -3.06829 -3.20901 -1.99328
H -0.56154 -6.69063 -1.69143
H 0.81096 -6.12201 -2.65534
H -0.73786 -6.45571 -3.43176
H 0.16797 -2.15855 -3.19260
H -0.60560 -3.10004 -4.47167
H 0.97643 -3.58384 -3.85063
H 4.02627 -2.53692 -2.20136
H 3.23241 -4.08190 -2.53714
H 4.88139 -4.05479 -1.88713
H 4.95324 -2.20928 1.00327
H 5.32678 -3.93632 1.10170
H 4.10177 -3.22939 2.17121
H 1.63350 -5.51303 -0.42571
H 2.05552 -5.27998 1.29274
H 3.19399 -6.05791 0.18900
*
```

Computed properties:
total energy: -4449.52233 Ha
energy relative to the best compared isomer or geometry (same formula, charge and spin): 48.4 kcal/mol
highest occupied orbital energy: -0.338 hartree

Löwdin atomic charge list, values in e, 6 entries:
1. Tl 0.557
2. C -0.434
3. S 0.830
4. C -1.146
5. S 0.453
6. N -0.133

No. 4
C4H2N4 | ωB97M-V/def2-TZVPD

The geometry in ORCA input format:
```
! RIJCOSX wB97M-V def2-TZVPD def2/J DEFGRID3
* xyz 0 1
C -1.54323 -0.18606 0.13850
C 0.15364 1.18078 -0.16592
C 0.65249 -0.27122 -0.12499
C 2.23849 -0.31364 -0.07716
H -3.28660 0.44976 0.56422
H 0.50378 2.25865 -0.55042
N -2.81440 -0.63555 0.09659
N -1.12602 1.12742 0.08407
N -0.39001 -1.07388 -0.27285
N 3.44107 -0.15622 0.28701
*
```

Computed properties:
total energy: -372.46764 Ha
energy relative to the best compared isomer or geometry (same formula, charge and spin): 103.0 kcal/mol
highest occupied orbital energy: -0.417 hartree

Löwdin atomic charge list, values in e, 6 entries:
1. C -0.480
2. C -0.057
3. C -0.229
4. C -0.069
5. H 0.182
6. H 0.171

No. 5
H12MgO10S | ωB97M-V/def2-TZVPD

The geometry in ORCA input format:
```
! RIJCOSX wB97M-V def2-TZVPD def2/J DEFGRID3
* xyz 0 1
Mg -0.36992 -0.81968 -0.72203
S 2.25056 3.01066 1.41209
O 1.91079 4.01621 0.39389
O 3.61823 2.55525 1.29044
O 2.33162 3.57404 2.80230
O 1.20063 1.98940 1.31911
O 1.68166 -3.36849 0.93237
H 2.52287 -3.61217 0.54609
H 1.75411 -3.63052 1.85014
O -2.13983 1.61873 -2.50810
H -1.91090 2.16220 -3.26207
H -3.05816 1.82483 -2.33370
O -1.94353 1.79577 4.53238
H -2.30257 2.66547 4.70833
H -1.43427 1.90438 3.72920
O -1.10649 -3.20332 -3.29537
H -0.72177 -3.27049 -4.16929
H -1.60921 -4.01125 -3.19173
O 2.51342 -0.00127 -2.92870
H 2.63615 0.52410 -3.71937
H 3.36753 -0.40460 -2.77357
O -2.92059 -1.65245 1.45302
H -2.87099 -1.20602 2.29828
H -3.39935 -2.46080 1.63628
*
```

Computed properties:
total energy: -1357.64504 Ha
energy relative to the best compared isomer or geometry (same formula, charge and spin): 222.0 kcal/mol
highest occupied orbital energy: -0.252 hartree

Löwdin atomic charge list, values in e, 6 entries:
1. Mg 0.914
2. S 0.234
3. O -0.286
4. O -0.223
5. O -0.213
6. O -0.326

No. 6
C24H51NO9Si2 | ωB97M-V/def2-TZVPD

The geometry in ORCA input format:
```
! RIJCOSX wB97M-V def2-TZVPD def2/J DEFGRID3
* xyz 0 1
C 3.35636 -2.78996 2.83265
C 4.00366 -1.75839 3.27539
C 4.91016 -0.93512 2.45002
O 5.58737 -0.13792 2.98469
O 4.97267 -1.13553 1.11752
C 4.82058 0.10039 0.36151
C 4.22668 -0.30275 -0.97725
C 4.19563 0.81943 -2.02197
C 3.45376 2.11557 -1.55695
C 2.24014 2.46712 -2.43151
C 0.95390 1.62688 -2.17840
Si -0.38013 2.45067 -1.14409
C -1.13148 3.98887 -1.94124
C -0.12829 5.11232 -2.27032
O 0.23572 5.02571 -3.65650
O -1.61528 1.31501 -1.04594
C -2.85271 1.84417 -0.54441
C -3.63232 0.78303 0.24165
N -4.99375 0.65830 -0.28320
C -5.83398 -0.13533 0.61768
C -6.16087 -1.53856 0.01048
C -4.97855 -2.48199 0.29723
O -6.31498 -1.44170 -1.40168
O 0.08119 2.89964 0.41525
Si 0.64534 1.69578 1.42659
C 0.61851 2.43323 3.18126
O 0.98269 1.41279 4.13628
O 2.37113 1.52645 4.27057
O -0.31680 0.32836 1.47621
C 0.47373 -0.85850 1.24153
C -0.41551 -2.06674 0.96846
C -1.67368 -2.09073 1.88122
C -0.85530 -2.11280 -0.51382
C -0.27745 -3.28667 -1.32589
C 1.18738 -3.06477 -1.74350
C -0.42141 -4.66038 -0.65706
H 3.34134 -3.09021 1.79122
H 2.76098 -3.38590 3.51333
H 3.88546 -1.48559 4.31150
H 4.15786 0.72919 0.95355
H 5.79072 0.58297 0.22758
H 4.85027 -1.11706 -1.36178
H 3.22698 -0.72540 -0.83660
H 5.23180 1.08909 -2.24274
H 3.73272 0.48390 -2.95335
H 4.17366 2.92862 -1.69827
H 3.24945 2.08606 -0.48730
H 2.09070 3.54766 -2.37632
H 2.55072 2.26188 -3.46142
H 0.48993 1.43540 -3.15426
H 1.20560 0.63180 -1.78954
H -1.81513 4.39666 -1.18528
H -1.76371 3.73889 -2.79539
H -0.57725 6.10141 -2.17346
H 0.77281 5.09951 -1.64566
H 0.30353 4.09001 -3.88170
H -3.42583 2.29684 -1.35929
H -2.58963 2.64226 0.16486
H -3.69344 1.12509 1.28862
H -3.06915 -0.14932 0.20926
H -5.41850 1.56609 -0.41379
H -6.78583 0.36540 0.80947
H -5.30301 -0.33333 1.55509
H -7.07814 -1.93838 0.45797
H -5.15776 -3.50195 -0.05359
H -4.72980 -2.47274 1.35887
H -4.11989 -2.09051 -0.25886
H -5.78970 -2.15926 -1.77269
H 2.02649 1.28094 1.17320
H -0.37361 2.83018 3.40579
H 1.38104 3.21453 3.22445
H 2.51583 2.02332 5.08958
H 1.17975 -1.02461 2.06142
H 1.08541 -0.68296 0.34480
H 0.15183 -2.95768 1.25004
H -2.31873 -2.87049 1.47165
H -1.35960 -2.42701 2.87302
H -2.17350 -1.12664 1.90498
H -0.47969 -1.19659 -0.98583
H -1.93970 -2.08236 -0.64759
H -0.84540 -3.33281 -2.26320
H 1.86308 -2.98938 -0.88697
H 1.49265 -3.94520 -2.31853
H 1.24343 -2.20235 -2.41217
H -0.08394 -5.41810 -1.36981
H -1.44152 -4.90622 -0.35469
H 0.24434 -4.74149 0.20739
*
```

Computed properties:
total energy: -2255.98392 Ha
highest occupied orbital energy: -0.324 hartree

Löwdin atomic charge list, values in e, 6 entries:
1. C 0.037
2. C -0.076
3. C -0.539
4. O 0.152
5. O -0.015
6. C -0.154